[1]
Computed, not measured: an isolated ion of composition C5H14N4O and charge +2, with ωB97M-V with the def2-TZVPD basis set.

Geometry as XYZ:
```
24
C5H14N4O, DFT ωB97M-V with the def2-TZVPD basis set
C -1.22 0.34 0.65
C -0.07 1.07 0.24
C -0.94 -1.10 0.68
C 2.23 0.41 -0.39
C 1.24 -2.22 0.16
N 0.97 0.18 0.26
N 0.55 -1.05 0.73
N -2.49 0.75 -0.04
N 0.09 2.46 0.00
O -1.54 -1.60 -0.51
H -1.31 -1.62 1.57
H 2.19 1.51 -0.66
H 3.22 0.16 -0.01
H 2.19 0.05 -1.46
H 1.23 -2.19 -0.93
H 2.27 -2.12 0.43
H 0.98 -3.15 0.67
H -2.44 1.45 -0.92
H -3.24 1.02 0.62
H -2.76 -0.24 -0.30
H -0.20 3.06 0.73
H -0.42 2.73 -0.81
H 1.16 2.70 -0.28
H -1.71 -2.59 -0.44
```

Computed properties:
- Highest occupied orbital energy (spin up / spin down): -0.581 / -0.581 Eh
- Net charge: +2
- SMILES: CN1C([NH3+])=C([NH3+])[C@@H](O)N1C
- Total energy: -492.4025 Ha
- Relative energy (zero: lowest compared OMol25 entry of this formula, charge and spin): 3.965 eV
- HOMO-LUMO gap (spin up / spin down): 0.2890 / 0.2890 Eh
- Multiplicity: 1

---

[2]
Computed, not measured: a 2-piece molecular cluster, C5H14NO overall, with ωB97M-V with the def2-TZVPD basis set.

Geometry as XYZ:
```
21
C5H14NO, DFT ωB97M-V with the def2-TZVPD basis set
C 0.59 -1.45 -1.18
C 1.53 -0.31 -0.99
C 1.36 0.32 0.37
N 0.64 -1.85 -2.64
H -0.42 -1.09 -1.07
H 0.80 -2.35 -0.56
H 1.31 0.48 -1.73
H 2.55 -0.63 -1.16
H 1.34 -0.42 1.21
H 0.32 0.71 0.36
H 2.10 1.11 0.58
H -0.26 -2.24 -2.92
H 1.35 -2.51 -2.81
C -1.81 0.57 1.43
O -1.37 0.20 0.15
C -1.53 2.01 1.78
H -1.23 -0.07 2.21
H -2.86 0.34 1.52
H -1.86 2.34 2.76
H -2.08 2.63 1.03
H -0.46 2.20 1.67
```

Computed properties:
- Highest occupied orbital energy: -0.091 Eh
- Net charge: -1
- Total energy: -328.8569 Ha
- Relative energy (zero: lowest compared OMol25 entry of this formula, charge and spin): 1.002 eV
- HOMO-LUMO gap: 0.2476 Eh
- Multiplicity: 1

---

[3]
Computed, not measured: a 2-piece molecular cluster, C5H14NO overall, with ωB97M-V with the def2-TZVPD basis set.

Geometry as XYZ:
```
21
C5H14NO, DFT ωB97M-V with the def2-TZVPD basis set
C 0.59 -0.86 -0.11
C 1.29 -0.25 1.06
C 0.63 1.03 1.62
C -1.53 -0.27 2.15
C -0.89 0.86 1.85
N 0.35 0.24 -1.22
H -0.45 -1.16 0.03
H 1.07 -1.58 -0.75
H 1.39 -1.08 1.78
H 2.36 -0.15 0.77
H 0.82 1.82 0.90
H 1.09 1.40 2.53
H -0.98 -1.21 2.16
H -2.58 -0.25 2.38
H -1.46 1.78 1.73
H 1.12 0.90 -1.11
H 0.31 -0.10 -2.19
H -0.47 0.82 -1.03
H -0.79 0.01 -4.67
H -1.21 -1.36 -3.97
O -0.63 -0.58 -3.92
```

Computed properties:
- Highest occupied orbital energy: -0.497 Eh
- Net charge: +1
- Total energy: -328.6344 Ha
- Relative energy (zero: lowest compared OMol25 entry of this formula, charge and spin): 1.410 eV
- HOMO-LUMO gap: 0.3822 Eh
- Multiplicity: 1

---

[4]
Computed, not measured: a 2-piece molecular cluster, C5H14NO overall, with ωB97M-V with the def2-TZVPD basis set.

Geometry as XYZ:
```
21
C5H14NO, DFT ωB97M-V with the def2-TZVPD basis set
C -1.31 0.94 -2.84
C -0.56 2.15 -2.27
C -0.51 1.99 -0.76
C 0.41 0.77 -0.17
C -0.38 0.11 0.68
N 0.16 -1.12 1.40
H -0.95 1.04 -3.94
H -2.52 0.85 -2.76
H -0.67 -0.04 -2.67
H -1.11 3.01 -2.61
H 0.35 2.23 -2.84
H -1.62 1.88 -0.56
H -0.24 2.94 -0.27
H 1.47 0.67 -0.47
H -1.44 0.21 0.72
H 0.19 -1.16 2.46
H 1.12 -1.20 1.12
H -0.53 -1.94 1.16
H 2.11 -3.56 4.22
H 1.07 -4.10 3.07
O 1.97 -3.60 3.20
```

Computed properties:
- Highest occupied orbital energy: -0.523 Eh
- Net charge: +1
- Total energy: -328.5544 Ha
- Relative energy (zero: lowest compared OMol25 entry of this formula, charge and spin): 3.587 eV
- HOMO-LUMO gap: 0.3864 Eh
- Multiplicity: 1

---

[5]
Computed, not measured: C5H14NO as an isolated structure, with ωB97M-V with the def2-TZVPD basis set.

Geometry as XYZ:
```
21
C5H14NO, DFT ωB97M-V with the def2-TZVPD basis set
C -0.75 1.55 -2.16
C -1.40 -0.56 -0.16
C 0.71 -1.96 1.49
C 0.26 1.53 -0.94
C -0.21 0.17 0.45
N 0.88 -0.90 0.51
O -0.14 0.83 1.77
H -0.57 2.26 -2.98
H -1.88 1.63 -1.98
H -0.69 0.65 -2.67
H -1.61 -1.50 0.31
H -1.16 -0.85 -1.19
H -2.28 0.12 -0.38
H 1.66 -2.39 1.76
H 0.35 -1.43 2.35
H -0.05 -2.55 1.08
H 1.24 1.19 -1.14
H 0.25 2.47 -0.38
H 1.08 -1.06 -0.52
H 1.68 -0.46 0.77
H -0.91 1.41 1.70
```

Computed properties:
- Highest occupied orbital energy: -0.513 Eh
- Net charge: +1
- Total energy: -328.5549 Ha
- Relative energy (zero: lowest compared OMol25 entry of this formula, charge and spin): 3.575 eV
- HOMO-LUMO gap: 0.3944 Eh
- Multiplicity: 1

---

[6]
Computed, not measured: a 2-piece molecular cluster, C5H14NO overall, with ωB97M-V with the def2-TZVPD basis set.

Geometry as XYZ:
```
21
C5H14NO, DFT ωB97M-V with the def2-TZVPD basis set
C 0.67 1.15 -0.60
O 1.73 0.78 0.24
C -0.63 1.13 0.11
C -1.09 -0.02 0.82
C -2.59 -0.29 0.54
C -2.76 -0.70 -0.93
N 4.74 -0.98 0.34
H 0.64 0.43 -1.44
H 0.86 2.09 -1.12
H 1.63 1.03 1.17
H -1.18 2.07 0.23
H -0.52 -0.92 0.56
H -1.03 0.16 1.91
H -3.00 -1.04 1.21
H -3.23 0.56 0.78
H -3.78 -0.81 -1.28
H -2.17 -0.01 -1.55
H -2.28 -1.66 -1.10
H 4.54 -0.04 0.07
H 5.52 -1.37 -0.17
H 3.92 -1.54 0.23
```

Computed properties:
- Highest occupied orbital energy: -0.446 Eh
- Net charge: +1
- Total energy: -328.5322 Ha
- Relative energy (zero: lowest compared OMol25 entry of this formula, charge and spin): 4.192 eV
- HOMO-LUMO gap: 0.1688 Eh
- Multiplicity: 1